(1)
Here is a gas-phase ion, C9H15N2O (charge +1) in a non-equilibrium geometry from the OMol25 dataset. Energies are from the ωB97M-V functional and the def2-TZVPD basis.

Structure (XYZ):
```
27
Properties=species:S:1:pos:R:3:forces:R:3
C -2.2301 -1.5246 0.6003 -1.8 -2.7 0.8
C -1.3393 0.6324 0.0221 -0.6 -0.7 0.9
C -0.7269 -1.5278 -1.2618 2.0 0.3 -2.3
C -2.3736 -0.1433 0.9762 0.7 3.1 -1.7
C 0.1078 0.6410 0.3886 -0.1 1.6 2.0
C 2.0374 1.1500 -1.1003 1.5 0.3 -2.7
C 1.9493 -0.0353 2.0020 1.9 2.5 3.0
C 0.9358 1.7936 -0.2236 1.1 -4.8 -0.5
C 0.5895 -0.0421 1.4849 -1.2 -1.7 -1.8
N -1.5373 -1.9329 -0.3610 -0.1 -0.7 0.6
N -1.1476 -1.2113 -2.4849 2.5 -0.6 0.7
O -1.7823 1.0644 -1.0156 0.3 0.4 0.4
H -2.8117 -2.3643 1.0874 0.6 1.2 -0.1
H -3.3342 0.3540 0.7092 0.2 -1.0 -0.1
H -2.2627 0.1365 1.9987 0.4 -0.5 1.0
H 2.7399 1.9520 -1.5014 -0.7 -0.8 0.8
H 1.6200 0.7897 -2.0963 0.1 0.1 1.2
H 2.7508 0.3159 -0.7498 -1.5 1.3 0.1
H 2.7303 0.4755 1.4126 -0.5 -0.5 -0.1
H 2.3401 -0.9946 2.4077 -0.5 0.6 -0.5
H 1.9559 0.7047 2.9756 -0.2 -1.8 -1.9
H 0.4155 2.5080 -0.7478 -1.5 1.2 -1.4
H 1.4166 2.2747 0.5321 1.3 1.4 2.4
H 0.0588 -0.9457 1.9177 -0.1 1.5 -0.5
H 0.3932 -1.5564 -1.1029 -1.4 0.2 0.1
H -2.0885 -1.4739 -2.6687 -0.7 0.4 -0.9
H -0.4066 -1.0403 -3.2007 -1.5 -0.3 0.7
```
Positions in Å, forces in eV/Å.

Calculated values
- E_HOMO: -13.07 eV
- Relative energy (zero: lowest compared OMol25 entry of this formula, charge and spin): 307.8 kJ/mol
- DFT total energy: -536.34804 Ha
- Spin multiplicity: 1
- Net charge: +1
- Structure (SMILES): C/C=C(\CC)C(=O)C/C=N\C=[NH2+]

---

(2)
Here is a molecular structure, C14H27GaN7O7 in a non-equilibrium geometry from the OMol25 dataset. Energies are from the ωB97M-V functional and the def2-TZVPD basis.

Structure (XYZ):
```
56
Properties=species:S:1:pos:R:3:forces:R:3
O 3.6531 1.7251 -2.1922 1.7 -2.3 -2.1
H 4.5684 1.8765 -2.4662 -0.2 -0.4 -0.1
Ga 1.4998 0.8306 -0.0226 -0.9 0.6 0.1
N 1.0065 -0.3452 -1.6051 -0.8 0.1 -0.9
N 0.0506 1.9539 -1.0147 -0.9 0.5 -0.4
N 1.2537 -0.7768 1.1488 -0.6 -0.3 3.6
N 0.6626 1.5779 1.6829 0.4 -2.0 3.0
O 1.4038 -1.5585 -1.7413 -0.4 1.0 -0.3
O 1.4325 -2.0395 0.7457 0.4 0.3 -0.9
O -0.2586 2.5479 1.8129 0.2 0.6 -0.9
O -0.6823 2.9356 -0.5765 1.1 -1.2 -0.7
C -0.1622 1.5541 -2.2855 -0.2 -0.2 0.5
C 0.4421 0.3109 -2.6370 -0.1 -0.8 0.3
C 1.3153 -0.5142 2.4565 0.6 -2.1 -3.1
C 0.8856 0.8137 2.7699 -1.1 2.9 -2.0
C 0.3410 -0.3790 -3.9354 -0.1 0.4 -0.7
H 1.3206 -0.7876 -4.2130 -0.2 0.0 0.1
H 0.0142 0.3214 -4.7107 0.1 -0.3 0.1
H -0.3866 -1.1994 -3.8696 0.2 0.2 0.1
C -1.1369 2.2924 -3.1186 0.1 0.2 -0.5
H -1.0027 3.3746 -2.9813 -0.1 -0.3 0.0
H -2.1616 2.0237 -2.8175 0.3 0.0 0.0
H -1.0113 2.0381 -4.1752 -0.1 0.1 0.3
C 1.6593 -1.5528 3.4575 0.2 0.0 0.3
C 0.4895 1.2137 4.1481 -0.2 0.1 0.1
H 2.3578 -2.2786 3.0232 -0.3 0.2 0.1
H 0.7577 -2.0846 3.7935 0.2 0.1 -0.1
H 2.1278 -1.0845 4.3320 -0.1 -0.2 -0.2
H 0.0657 2.2216 4.1535 0.1 -0.2 0.0
H 1.3617 1.1949 4.8136 -0.1 0.0 -0.2
H -0.2468 0.5116 4.5645 0.2 0.1 -0.1
H 1.4415 -1.9326 -0.3060 0.0 -0.7 1.2
H -0.4880 2.8028 0.7667 0.2 0.2 1.2
C 2.7380 2.7877 -0.3598 -0.4 3.2 1.6
H 3.0698 2.8542 -1.4002 -0.9 0.0 0.7
H 3.5593 2.6053 0.3245 -0.1 -0.5 0.2
H 2.0974 3.6022 -0.0183 -0.5 -0.4 0.4
O 3.1675 0.1447 -0.3434 1.1 -0.8 0.2
H 3.6187 0.9835 -1.4572 0.5 1.0 -1.1
H 3.0259 -0.7504 -0.7189 0.4 0.6 0.4
C -3.1573 -3.3611 -1.6495 0.0 -0.3 -0.4
N -2.8698 -2.4987 -0.5184 0.0 0.1 -0.1
C -3.1227 -2.8990 0.7457 0.0 0.2 0.1
C -2.9033 -2.0408 1.7739 -0.1 -0.2 0.3
C -2.3747 -0.7587 1.4414 0.2 0.2 0.1
N -2.0161 -0.4049 0.2209 -0.2 0.0 -0.2
C -2.3496 -1.2217 -0.8125 0.1 0.0 -1.1
O -2.2259 -0.9238 -2.0124 0.2 -0.1 1.2
N -2.1957 0.1650 2.4125 0.3 0.1 0.3
H -3.6696 -4.2547 -1.2886 0.1 0.1 -0.1
H -2.2282 -3.6526 -2.1520 -0.2 0.1 0.1
H -3.7829 -2.8362 -2.3772 0.1 -0.1 0.2
H -3.5221 -3.9127 0.8469 0.2 0.5 0.1
H -3.1078 -2.2887 2.8115 0.0 -0.1 -0.3
H -2.5077 -0.0074 3.3557 0.0 0.0 -0.2
H -1.8173 1.0811 2.1743 -0.3 -0.3 0.0
```
Positions in Å, forces in eV/Å.

Calculated values
- E_HOMO (alpha / beta): -11.60 / -11.60 eV
- DFT total energy: -3383.95286 Ha
- Spin multiplicity: 1
- Net charge: +1

---

(3)
Here is a molecular structure, C26H64ClN7NbO8 in a non-equilibrium geometry from the OMol25 dataset. Energies are from the ωB97M-V functional and the def2-TZVPD basis.

Structure (XYZ):
```
107
Properties=species:S:1:pos:R:3:forces:R:3
C -4.5436 -1.8653 -3.3381 0.3 -0.2 0.3
C -3.1458 -1.3589 -3.6309 -0.2 0.1 0.5
O -2.1951 -2.1879 -3.0105 0.7 0.1 -1.6
Nb -0.4894 -2.9327 -3.6512 -1.7 1.5 1.8
C 0.7339 -1.5796 -2.3119 0.4 -0.8 0.0
C 1.3851 -2.0719 -1.0246 0.1 0.0 0.0
C 0.6771 -1.7039 0.2562 0.5 0.0 0.3
Cl -1.0937 -1.8986 0.2250 -0.4 -0.1 0.0
H -5.3228 -1.2017 -3.7079 -0.1 0.0 -0.1
H -4.6509 -2.8601 -3.7654 -0.2 0.0 -0.1
H -4.6376 -1.9728 -2.2568 -0.2 0.1 0.1
H -2.9807 -1.2889 -4.7070 0.1 -0.1 -0.1
H -3.0181 -0.3538 -3.2113 -0.1 0.2 0.0
H -0.4204 -4.2644 -2.3661 0.3 -0.3 -0.5
H -1.3457 -4.2862 -4.6139 0.5 -0.3 0.3
H -0.4893 -1.8548 -5.1817 0.1 -0.3 -0.4
H 1.0948 -3.5878 -4.2792 0.1 0.1 -0.3
H 0.1195 -0.6956 -2.1133 -0.2 0.0 -0.1
H 1.5552 -1.2630 -2.9641 -0.1 0.0 -0.2
H 2.3863 -1.6366 -0.9201 0.1 -0.1 0.1
H 1.4903 -3.1566 -1.0474 0.1 0.0 -0.1
H 0.8656 -0.6718 0.5424 -0.1 0.1 -0.1
H 1.0417 -2.3468 1.0553 -0.1 0.1 0.2
C 4.3206 2.4524 -2.9802 0.0 -0.2 0.1
C 3.7403 1.1291 -3.4295 -0.1 0.1 -0.2
O 3.6899 0.1484 -2.7102 0.2 0.0 0.2
N 3.2651 1.0773 -4.7025 0.0 -0.1 -0.2
C 3.2532 2.1333 -5.6914 0.1 0.0 0.1
H 4.6573 2.3447 -1.9542 0.0 0.0 0.0
H 5.1650 2.7537 -3.5973 0.0 0.0 0.0
H 3.5761 3.2472 -3.0305 0.0 0.0 0.0
H 2.8591 0.1872 -4.9508 -0.1 0.0 0.0
H 2.2428 2.3835 -6.0003 -0.2 0.0 0.0
H 3.8278 1.8565 -6.5807 0.0 0.0 0.0
H 3.7086 3.0210 -5.2593 0.0 0.0 -0.1
C -8.7213 -0.8251 -0.0795 0.0 0.0 -0.1
C -8.4889 -1.9742 -1.0407 0.1 0.1 0.1
O -8.8721 -1.9258 -2.1955 -0.1 0.0 -0.1
N -7.8330 -3.0630 -0.5636 0.0 -0.2 0.0
C -7.3060 -3.2850 0.7648 0.1 0.1 0.0
H -9.2446 -0.0493 -0.6280 0.0 0.0 0.0
H -9.3248 -1.1344 0.7746 0.0 0.0 0.0
H -7.7792 -0.4275 0.2985 0.0 0.0 0.0
H -7.6949 -3.7843 -1.2535 0.0 0.0 0.0
H -6.2255 -3.4340 0.7476 0.0 0.0 -0.1
H -7.7571 -4.1603 1.2361 -0.1 0.0 0.0
H -7.5158 -2.4219 1.3882 0.0 0.0 0.1
C -2.1401 2.8425 -7.6221 0.0 0.0 0.0
C -1.4224 2.6206 -6.3036 -0.2 0.1 -0.3
O -0.2187 2.7852 -6.2110 0.2 0.1 0.1
N -2.1768 2.2474 -5.2475 -0.2 0.0 0.3
C -3.6077 2.0333 -5.2057 0.0 -0.1 -0.1
H -1.3925 3.1369 -8.3506 0.0 0.0 0.0
H -2.6340 1.9315 -7.9606 0.0 0.0 0.0
H -2.8946 3.6255 -7.5395 0.0 0.0 0.0
H -1.6627 2.0834 -4.3954 0.1 -0.1 -0.1
H -4.0915 2.7025 -4.4916 0.0 0.1 0.0
H -3.8472 1.0091 -4.9202 0.0 0.0 0.0
H -4.0347 2.2196 -6.1853 -0.1 0.0 0.0
C 6.5881 7.4106 -3.8480 0.0 -0.1 0.0
C 6.0455 6.0573 -4.2615 0.0 0.2 -0.1
O 6.0550 5.1047 -3.5064 0.1 0.0 0.1
N 5.5381 5.9456 -5.5199 0.0 -0.1 -0.1
C 5.4384 6.9607 -6.5434 0.0 0.1 0.0
H 6.9444 7.3157 -2.8281 0.0 0.0 0.0
H 7.4113 7.7233 -4.4912 0.0 0.0 0.0
H 5.8164 8.1796 -3.8911 0.0 0.0 0.0
H 5.1919 5.0236 -5.7347 0.0 0.0 0.0
H 4.4020 7.1398 -6.8346 0.0 0.0 0.1
H 5.9964 6.6869 -7.4406 0.0 0.0 0.0
H 5.8462 7.8942 -6.1687 0.0 0.0 0.0
C 2.3022 -5.1551 4.8617 0.0 -0.1 0.0
C 1.6818 -6.4147 4.2997 0.0 0.2 0.1
O 1.5189 -7.4134 4.9879 0.0 0.0 0.0
N 1.3081 -6.3873 2.9995 0.0 0.1 -0.1
C 1.4121 -5.2895 2.0514 -0.1 -0.3 -0.1
H 2.5266 -5.3428 5.9064 0.0 0.0 0.0
H 3.2220 -4.8968 4.3361 0.0 0.0 0.0
H 1.6347 -4.2983 4.7968 0.0 0.0 0.0
H 0.9021 -7.2493 2.6734 0.0 0.0 0.0
H 0.4279 -5.0212 1.6662 0.0 0.1 0.0
H 2.0291 -5.5862 1.2026 0.1 0.1 0.0
H 1.8571 -4.4180 2.5179 0.0 0.0 0.0
C 1.8968 -0.6554 8.0487 0.0 -0.1 -0.1
C 2.2357 -2.0206 7.4947 0.0 0.1 0.2
O 2.0982 -2.2794 6.3130 0.0 0.0 -0.1
N 2.6907 -2.9617 8.3675 0.1 -0.1 0.0
C 2.9038 -2.8244 9.7900 0.0 0.1 0.0
H 1.5676 -0.0541 7.2098 0.0 0.1 0.0
H 1.1013 -0.6990 8.7914 0.0 0.0 0.0
H 2.7513 -0.1647 8.5130 0.0 0.0 0.0
H 2.8918 -3.8515 7.9400 0.0 0.0 0.0
H 3.9465 -2.9989 10.0627 0.0 0.0 -0.1
H 2.2871 -3.5215 10.3607 0.0 0.0 0.0
H 2.6422 -1.8169 10.0972 0.0 0.0 0.1
C -1.3219 3.0847 9.5990 0.1 0.0 0.0
C -0.3552 2.3765 8.6714 -0.2 0.1 0.0
O 0.7441 2.0122 9.0509 0.1 0.0 0.1
N -0.7624 2.1582 7.3954 0.0 0.0 -0.2
C -2.0225 2.5114 6.7772 0.0 0.0 0.1
H -0.8371 3.1719 10.5652 0.0 0.0 0.0
H -1.5716 4.0794 9.2290 0.0 0.0 0.0
H -2.2509 2.5249 9.7097 0.0 0.0 0.0
H -0.0800 1.6854 6.8241 0.0 0.0 0.0
H -2.5522 1.6296 6.4148 0.0 0.0 0.0
H -1.8800 3.1874 5.9331 0.1 0.0 0.0
H -2.6561 3.0099 7.5036 -0.1 0.0 0.0
```
Positions in Å, forces in eV/Å.

Calculated values
- E_HOMO: -4.25 eV
- Relative energy (zero: lowest compared OMol25 entry of this formula, charge and spin): 0.0 kJ/mol
- DFT total energy: -2531.38253 Ha
- Spin multiplicity: 1
- Net charge: -1

---

(4)
Here is C3H4N4S in the gas phase in a non-equilibrium geometry from the OMol25 dataset. Energies are from the ωB97M-V functional and the def2-TZVPD basis.

Structure (XYZ):
```
12
Properties=species:S:1:pos:R:3:forces:R:3
C 0.6995 -1.7991 -0.2700 4.0 -1.0 -0.7
C 0.6050 -0.5172 0.0501 1.5 2.5 -2.5
C -0.2496 1.6074 0.1775 -0.4 0.1 -1.2
H -1.5657 -2.2746 0.4080 2.4 -2.0 -1.3
H 1.8073 -2.1120 -0.6021 -2.8 0.7 0.4
H -1.1159 -0.2722 1.1262 1.1 1.8 -1.1
H -0.7693 3.4875 -0.1917 0.7 -0.5 -0.2
N -0.3987 0.2161 0.5151 -3.6 0.9 2.5
N -1.0493 2.5755 0.1417 -1.7 -1.1 1.7
N 0.9639 1.6966 -0.5416 1.9 -4.3 0.0
N 1.4596 0.5049 -0.6528 -0.2 1.2 0.8
S -0.3868 -3.1128 -0.1604 -2.9 1.6 1.6
```
Positions in Å, forces in eV/Å.

Calculated values
- E_HOMO: -8.28 eV
- Relative energy (zero: lowest compared OMol25 entry of this formula, charge and spin): 235.4 kJ/mol
- DFT total energy: -733.81763 Ha
- Spin multiplicity: 1
- Structure (SMILES): [H]/N=C1N=N/C(=C/S)N\1

---

(5)
Here is a molecular structure, C34H45BrI3LiN3OPSb from the OMol25 dataset. Energies are from the ωB97M-V functional and the def2-TZVPD basis.

Structure (XYZ):
```
90
Properties=species:S:1:pos:R:3:forces:R:3
Li 0.2249 -0.0913 -0.1497 0.2 0.0 0.3
I -1.7551 1.2939 2.2500 0.0 0.4 -0.1
C -0.0747 1.1590 3.5284 0.0 0.1 -0.1
I 1.7856 1.2748 2.5220 0.1 -0.1 -0.1
H -0.1164 0.2074 4.0343 0.0 -0.1 0.1
H -0.1216 1.9867 4.2193 0.0 0.0 0.1
Br 4.8034 -3.5378 -3.0406 0.0 0.1 0.1
C 3.7675 -2.2233 -3.9044 -0.1 0.2 0.1
C 3.6340 -2.3238 -5.2830 0.0 0.0 -0.1
C 2.8916 -1.3866 -5.9851 0.0 0.0 0.0
C 2.2781 -0.3388 -5.3130 0.0 0.1 0.0
C 2.4067 -0.2307 -3.9367 -0.1 0.1 0.0
C 3.1480 -1.1701 -3.2303 0.0 -0.1 -0.1
I 3.2561 -0.9331 -1.1598 0.0 -0.1 0.1
H 4.1207 -3.1418 -5.8011 0.0 0.1 0.0
H 2.7993 -1.4782 -7.0600 0.0 0.0 0.0
H 1.6974 0.4003 -5.8585 0.1 -0.1 0.1
H 1.9190 0.5831 -3.4037 0.1 -0.2 -0.1
C -2.5024 -2.0042 3.2664 -0.1 -0.3 0.0
C -2.5211 -3.4697 2.8828 0.0 0.0 0.0
C -3.1900 -4.3985 3.6843 0.0 0.1 0.0
C -3.2190 -5.7467 3.3521 0.0 0.0 0.0
C -2.5707 -6.1970 2.2075 0.0 0.1 0.0
C -1.8971 -5.2889 1.4006 -0.1 0.1 0.2
C -1.8756 -3.9320 1.7300 0.0 0.1 0.1
Sb -0.8093 -2.6261 0.4179 0.1 -0.4 -0.3
C 0.8844 -3.9146 0.1851 0.0 -0.2 -0.1
C 0.9788 -4.7848 -0.9041 0.1 0.0 0.2
C 2.0862 -5.6123 -1.0608 0.0 0.0 0.0
C 3.1066 -5.5711 -0.1192 0.0 0.0 0.0
C 3.0064 -4.7238 0.9793 0.0 0.0 0.0
C 1.9015 -3.8914 1.1520 -0.1 0.0 0.0
C 1.7954 -3.0278 2.3897 0.0 -0.1 -0.1
C -1.8874 -3.0953 -1.3767 -0.1 0.0 -0.2
C -3.1952 -3.5767 -1.2512 0.2 0.0 -0.2
C -3.9712 -3.8429 -2.3736 0.1 0.0 -0.1
C -3.4417 -3.6326 -3.6399 0.0 0.0 0.0
C -2.1493 -3.1390 -3.7755 0.0 0.0 0.0
C -1.3602 -2.8495 -2.6602 0.0 0.0 0.1
C 0.0269 -2.2846 -2.8748 -0.2 0.0 0.0
H -3.0632 -1.8289 4.1869 0.0 0.0 -0.1
H -2.9420 -1.3802 2.4846 0.0 -0.1 0.1
H -1.4771 -1.6501 3.4268 -0.1 -0.1 0.0
H -3.6954 -4.0548 4.5830 0.1 0.0 -0.1
H -3.7468 -6.4476 3.9913 0.1 0.1 -0.1
H -2.5856 -7.2496 1.9442 0.0 0.1 0.0
H -1.3884 -5.6456 0.5145 0.0 0.0 0.0
H 0.1771 -4.8286 -1.6365 0.1 0.0 0.1
H 2.1500 -6.2836 -1.9130 0.0 0.1 0.1
H 3.9808 -6.2077 -0.2330 -0.1 0.1 0.0
H 3.7976 -4.7190 1.7284 -0.1 0.0 -0.1
H 2.6508 -3.1752 3.0499 0.0 0.0 0.0
H 0.8919 -3.2702 2.9596 0.0 0.0 0.0
H 1.7549 -1.9643 2.1407 0.0 0.0 0.0
H -3.6140 -3.7609 -0.2696 0.0 0.0 0.0
H -4.9812 -4.2191 -2.2565 0.1 0.0 0.0
H -4.0317 -3.8523 -4.5252 0.1 0.0 0.1
H -1.7402 -2.9698 -4.7712 -0.1 0.0 0.2
H 0.1890 -2.0272 -3.9232 0.0 0.0 0.1
H 0.8120 -2.9813 -2.5773 0.0 0.1 0.0
H 0.1822 -1.3655 -2.2983 0.0 0.0 0.0
C 0.0633 4.2801 0.2078 -0.1 0.0 -0.2
N -0.6601 3.9007 -1.0152 -0.1 0.5 0.2
C -1.2984 5.0318 -1.7112 0.1 -0.2 0.2
P -0.2126 2.5431 -1.8146 -0.3 -0.2 0.0
O 0.2106 1.5011 -0.8190 0.0 0.3 -0.4
N -1.5179 2.1917 -2.7626 -0.2 -0.5 0.1
C -2.8060 2.0148 -2.0513 0.2 0.1 -0.3
C -1.3539 1.2072 -3.8512 -0.2 0.2 0.1
N 1.0085 2.7815 -2.8943 0.4 0.3 -0.4
C 0.7922 3.7102 -4.0214 0.2 -0.1 0.1
C 2.3645 2.8713 -2.3242 -0.1 0.1 -0.2
H -0.6423 4.5927 0.9786 -0.1 0.0 0.0
H 0.7457 5.1122 0.0107 0.0 0.0 0.0
H 0.6368 3.4407 0.5960 -0.1 0.0 -0.1
H -2.0328 5.4946 -1.0475 0.0 0.0 0.0
H -1.8154 4.6995 -2.6110 0.1 -0.1 0.1
H -0.5666 5.7980 -1.9860 0.0 0.0 0.0
H -2.8804 2.6898 -1.2039 0.1 0.1 0.0
H -2.9211 0.9890 -1.6935 0.0 -0.1 0.0
H -3.6282 2.2273 -2.7345 0.0 0.0 -0.1
H -0.3457 1.2287 -4.2559 0.0 0.1 0.1
H -2.0533 1.4345 -4.6565 0.0 0.0 0.0
H -1.5665 0.1960 -3.4998 0.0 -0.1 0.1
H -0.2445 3.6858 -4.3612 0.1 0.0 0.1
H 1.4338 3.4175 -4.8573 0.0 0.0 0.1
H 1.0475 4.7407 -3.7487 0.0 -0.1 0.0
H 2.4495 2.2474 -1.4390 -0.1 0.0 0.0
H 2.6130 3.9047 -2.0631 0.0 0.0 0.0
H 3.0956 2.5210 -3.0555 0.0 0.0 0.0
```
Positions in Å, forces in eV/Å.

Calculated values
- E_HOMO: -10.86 eV
- DFT total energy: -5618.24686 Ha
- Spin multiplicity: 1
- Net charge: +1

---

Q: Among the records above, which one has the highest DFT total energy?
A: C9H15N2O

---

Q: Look up the spin multiplicity of the fourth one.
A: 1